# 1
The following is a DFT calculation (ωB97M-V with the def2-TZVPD basis set) of a single C23H27N3O2 molecule.

Each atom is followed by the atoms it is bonded to, with distances in Å.
CARTESIAN COORDINATES (ANGSTROEM)
1 O 2.582 0.314 -0.374  C2 1.216
2 C 2.259 -0.551 0.417  O1 1.216, N3 1.343, C16 1.526
3 N 3.115 -1.211 1.214  C2 1.343, H4 1.017, C5 1.446
4 H 2.723 -1.829 1.921  N3 1.017
5 C 4.515 -0.870 1.325  N3 1.446, C6 1.513, H14 1.094, H15 1.093
6 C 4.795 -0.110 2.603  C5 1.513, C7 1.500, C8 1.498, H13 1.083
7 C 4.809 -0.855 3.904  C6 1.500, C8 1.498, H11 1.079, H12 1.079
8 C 6.086 -0.319 3.333  C6 1.498, C7 1.498, H9 1.079, H10 1.079
9 H 6.549 0.530 3.812  C8 1.079
10 H 6.793 -1.021 2.919  C8 1.079
11 H 4.395 -0.377 4.779  C7 1.079
12 H 4.646 -1.922 3.878  C7 1.079
13 H 4.375 0.889 2.609  C6 1.083
14 H 5.106 -1.791 1.301  C5 1.094
15 H 4.766 -0.258 0.453  C5 1.093
16 C 0.813 -0.998 0.613  C2 1.526, H17 1.088, H18 1.091, C19 1.546
17 H 0.199 -0.564 -0.173  C16 1.088
18 H 0.759 -2.084 0.538  C16 1.091
19 C 0.288 -0.534 1.991  C16 1.546, N20 1.451, C24 1.525, H55 1.113
20 N -0.994 0.132 1.861  C19 1.451, C21 1.445, C31 1.464
21 C -1.675 0.222 3.132  N20 1.445, C22 1.524, H29 1.091, H30 1.106
22 C -2.038 -1.193 3.565  C21 1.524, N23 1.442, H27 1.093, H28 1.097
23 N -0.826 -1.970 3.646  C22 1.442, C24 1.339, H26 1.010
24 C 0.282 -1.733 2.932  C19 1.525, N23 1.339, O25 1.222
25 O 1.270 -2.443 3.047  C24 1.222
26 H -0.815 -2.796 4.229  N23 1.010
27 H -2.526 -1.186 4.543  C22 1.093
28 H -2.722 -1.632 2.828  C22 1.097
29 H -2.588 0.807 3.011  C21 1.091
30 H -1.054 0.697 3.915  C21 1.106
31 C -0.889 1.399 1.135  N20 1.464, C32 1.508, H53 1.097, H54 1.095
32 C -1.365 1.256 -0.289  C31 1.508, C33 1.390, C37 1.389
33 C -2.634 0.752 -0.547  C32 1.390, C34 1.381, H52 1.080
34 C -3.092 0.626 -1.843  C33 1.381, C35 1.393, H51 1.081
35 C -2.289 0.999 -2.919  C34 1.393, C36 1.392, C40 1.470
36 C -1.016 1.497 -2.657  C35 1.392, C37 1.382, H39 1.080
37 C -0.560 1.625 -1.358  C32 1.389, C36 1.382, H38 1.080
38 H 0.439 1.995 -1.176  C37 1.080
39 H -0.382 1.800 -3.477  C36 1.080
40 C -2.776 0.868 -4.301  C35 1.470, C41 1.393, C45 1.393
41 C -4.080 1.226 -4.632  C40 1.393, C42 1.382, H50 1.081
42 C -4.535 1.106 -5.932  C41 1.382, C43 1.385, H49 1.081
43 C -3.697 0.621 -6.921  C42 1.385, C44 1.385, H48 1.080
44 C -2.398 0.259 -6.603  C43 1.385, C45 1.382, H47 1.080
45 C -1.940 0.384 -5.305  C40 1.393, C44 1.382, H46 1.080
46 H -0.931 0.086 -5.058  C45 1.080
47 H -1.741 -0.123 -7.370  C44 1.080
48 H -4.053 0.526 -7.936  C43 1.080
49 H -5.548 1.394 -6.175  C42 1.081
50 H -4.734 1.620 -3.867  C41 1.081
51 H -4.074 0.216 -2.029  C34 1.081
52 H -3.259 0.448 0.280  C33 1.080
53 H 0.143 1.771 1.140  C31 1.097
54 H -1.512 2.147 1.636  C31 1.095
55 H 1.036 0.161 2.434  C19 1.113

Values from the calculation:
Kohn-Sham gap (eV): 9.0
DFT total energy (eV): -32855.1866
Lowest unoccupied orbital energy (eV): 0.63
HOMO energy (eV): -8.385

# 2
The following is a DFT calculation (ωB97M-V with the def2-TZVPD basis set) of a single C23H27N3O4S molecule.

Each atom is followed by the atoms it is bonded to, with distances in Å.
CARTESIAN COORDINATES (ANGSTROEM)
1 C 3.687 -5.589 0.202  H2 1.087, H3 1.087, H4 1.087, C5 1.530
2 H 4.331 -5.068 0.906  C1 1.087
3 H 3.876 -5.191 -0.792  C1 1.087
4 H 3.946 -6.645 0.210  C1 1.087
5 C 2.217 -5.396 0.582  C1 1.530, C6 1.501, H57 1.092, H58 1.092
6 C 1.863 -3.937 0.565  C5 1.501, C7 1.389, C11 1.389
7 C 2.030 -3.154 1.700  C6 1.389, C8 1.382, H56 1.080
8 C 1.753 -1.800 1.678  C7 1.382, C9 1.385, H55 1.079
9 C 1.292 -1.216 0.509  C8 1.385, C10 1.386, N14 1.435
10 C 1.123 -1.980 -0.636  C9 1.386, C11 1.382, H13 1.079
11 C 1.413 -3.331 -0.601  C6 1.389, C10 1.382, H12 1.080
12 H 1.284 -3.924 -1.495  C11 1.080
13 H 0.780 -1.517 -1.548  C10 1.079
14 N 0.993 0.186 0.478  C9 1.435, C15 1.374, C31 1.410
15 C 0.013 0.615 1.340  N14 1.374, O16 1.220, N17 1.378
16 O -0.604 -0.149 2.064  C15 1.220
17 N -0.256 1.966 1.349  C15 1.378, C18 1.365, C33 1.451
18 C 0.337 2.787 0.434  N17 1.365, C19 1.380, S22 1.719
19 C 1.298 2.355 -0.458  C18 1.380, C20 1.432, C31 1.444
20 C 1.773 3.413 -1.296  C19 1.432, C21 1.359, C27 1.492
21 C 1.164 4.597 -1.020  C20 1.359, S22 1.748, C23 1.487
22 S -0.009 4.462 0.270  C18 1.719, C21 1.748
23 C 1.397 5.909 -1.680  C21 1.487, H24 1.090, H25 1.090, H26 1.086
24 H 1.200 5.836 -2.749  C23 1.090
25 H 2.434 6.221 -1.552  C23 1.090
26 H 0.748 6.671 -1.255  C23 1.086
27 C 2.811 3.252 -2.356  C20 1.492, H28 1.089, H29 1.089, H30 1.085
28 H 2.393 3.491 -3.333  C27 1.089
29 H 3.645 3.929 -2.174  C27 1.089
30 H 3.174 2.230 -2.363  C27 1.085
31 C 1.711 0.971 -0.448  N14 1.410, C19 1.444, O32 1.211
32 O 2.574 0.465 -1.131  C31 1.211
33 C -1.242 2.478 2.282  N17 1.451, H34 1.093, H35 1.092, C36 1.544
34 H -1.179 1.888 3.200  C33 1.093
35 H -1.016 3.526 2.489  C33 1.092
36 C -2.666 2.378 1.693  C33 1.544, O37 1.209, N38 1.342
37 O -3.280 3.350 1.320  C36 1.209
38 N -3.117 1.113 1.680  C36 1.342, H39 1.015, C40 1.440
39 H -2.478 0.380 1.971  N38 1.015
40 C -4.332 0.726 1.012  N38 1.440, H41 1.095, H42 1.092, C43 1.538
41 H -4.978 0.173 1.702  C40 1.095
42 H -4.828 1.648 0.702  C40 1.092
43 C -4.064 -0.143 -0.228  C40 1.538, C44 1.536, O51 1.423, H54 1.101
44 C -3.377 -1.484 0.070  C43 1.536, H45 1.087, C46 1.526, H53 1.091
45 H -4.099 -2.279 0.242  C44 1.087
46 C -2.532 -1.700 -1.183  C44 1.526, H47 1.088, C48 1.527, H52 1.091
47 H -1.669 -2.338 -1.008  C46 1.088
48 C -2.135 -0.264 -1.521  C46 1.527, H49 1.093, H50 1.099, O51 1.414
49 H -1.943 -0.102 -2.584  C48 1.093
50 H -1.239 0.031 -0.956  C48 1.099
51 O -3.224 0.553 -1.142  C43 1.423, C48 1.414
52 H -3.138 -2.120 -1.986  C46 1.091
53 H -2.725 -1.406 0.941  C44 1.091
54 H -5.031 -0.316 -0.725  C43 1.101
55 H 1.885 -1.199 2.564  C8 1.079
56 H 2.384 -3.608 2.614  C7 1.080
57 H 1.588 -5.938 -0.127  C5 1.092
58 H 2.045 -5.808 1.578  C5 1.092

Values from the calculation:
Kohn-Sham gap (eV): 8.8
DFT total energy (eV): -47787.0358
Lowest unoccupied orbital energy (eV): 0.64
HOMO energy (eV): -8.187

# 3
The following is a DFT calculation (ωB97M-V with the def2-TZVPD basis set) of a single C23H27N3O4S molecule.

Each atom is followed by the atoms it is bonded to, with distances in Å.
CARTESIAN COORDINATES (ANGSTROEM)
1 C 2.604 3.441 0.652  C2 1.525, H56 1.087, H57 1.087, H58 1.087
2 C 2.999 3.369 -0.819  C1 1.525, O3 1.416, H54 1.093, H55 1.095
3 O 2.316 2.348 -1.523  C2 1.416, C4 1.364
4 C 2.564 1.023 -1.312  O3 1.364, C5 1.392, C9 1.409
5 C 1.589 0.178 -1.836  C4 1.392, C6 1.380, H53 1.079
6 C 1.685 -1.196 -1.746  C5 1.380, C7 1.385, H52 1.081
7 C 2.778 -1.773 -1.121  C6 1.385, C8 1.387, C19 1.502
8 C 3.759 -0.942 -0.601  C7 1.387, C9 1.388, H18 1.079
9 C 3.683 0.441 -0.685  C4 1.409, C8 1.388, O10 1.370
10 O 4.662 1.261 -0.188  C9 1.370, C11 1.414
11 C 5.601 0.730 0.725  O10 1.414, C12 1.522, H16 1.098, H17 1.099
12 C 6.367 1.900 1.327  C11 1.522, H13 1.086, H14 1.087, H15 1.087
13 H 7.108 1.532 2.031  C12 1.086
14 H 5.682 2.566 1.845  C12 1.087
15 H 6.868 2.459 0.542  C12 1.087
16 H 5.082 0.167 1.512  C11 1.098
17 H 6.298 0.057 0.206  C11 1.099
18 H 4.608 -1.398 -0.116  C8 1.079
19 C 2.854 -3.255 -0.890  C7 1.502, H20 1.092, H21 1.091, C22 1.541
20 H 2.275 -3.786 -1.649  C19 1.092
21 H 3.887 -3.604 -0.933  C19 1.091
22 C 2.279 -3.572 0.504  C19 1.541, N23 1.441, H50 1.092, H51 1.093
23 N 0.929 -3.081 0.626  C22 1.441, C24 1.362, H49 1.009
24 C 0.689 -1.812 1.056  N23 1.362, O25 1.218, C26 1.471
25 O 1.512 -1.158 1.669  C24 1.218
26 C -0.663 -1.307 0.770  C24 1.471, C27 1.372, S44 1.753
27 C -1.106 -0.023 0.962  C26 1.372, C28 1.424, C45 1.485
28 C -2.461 0.136 0.557  C27 1.424, C29 1.393, C33 1.449
29 C -3.019 -1.040 0.060  C28 1.393, N30 1.350, S44 1.720
30 N -4.283 -1.188 -0.391  C29 1.350, C31 1.289
31 C -5.004 -0.120 -0.338  N30 1.289, N32 1.354, C40 1.495
32 N -4.572 1.077 0.124  C31 1.354, C33 1.399, C35 1.451
33 C -3.285 1.327 0.613  C28 1.449, N32 1.399, O34 1.214
34 O -2.991 2.434 1.013  C33 1.214
35 C -5.605 2.095 0.076  N32 1.451, H36 1.091, C37 1.532, H43 1.095
36 H -5.175 3.037 -0.267  C35 1.091
37 C -6.647 1.501 -0.877  C35 1.532, H38 1.087, H39 1.090, C40 1.534
38 H -7.658 1.803 -0.612  C37 1.087
39 H -6.445 1.825 -1.898  C37 1.090
40 C -6.434 -0.013 -0.759  C31 1.495, C37 1.534, H41 1.088, H42 1.093
41 H -6.619 -0.556 -1.683  C40 1.088
42 H -7.063 -0.450 0.021  C40 1.093
43 H -6.006 2.248 1.084  C35 1.095
44 S -1.897 -2.343 0.077  C26 1.753, C29 1.720
45 C -0.266 1.081 1.494  C27 1.485, H46 1.086, H47 1.089, H48 1.088
46 H -0.855 1.989 1.582  C45 1.086
47 H 0.574 1.245 0.821  C45 1.089
48 H 0.149 0.805 2.460  C45 1.088
49 H 0.244 -3.513 0.023  N23 1.009
50 H 2.867 -3.062 1.270  C22 1.092
51 H 2.288 -4.649 0.690  C22 1.093
52 H 0.902 -1.813 -2.162  C6 1.081
53 H 0.739 0.643 -2.311  C5 1.079
54 H 4.082 3.255 -0.920  C2 1.093
55 H 2.689 4.284 -1.333  C2 1.095
56 H 2.866 2.518 1.162  C1 1.087
57 H 3.128 4.267 1.128  C1 1.087
58 H 1.533 3.601 0.747  C1 1.087

Values from the calculation:
Kohn-Sham gap (eV): 8.1
DFT total energy (eV): -47786.2342
Lowest unoccupied orbital energy (eV): 0.34
HOMO energy (eV): -7.767

Question: Which of these has the highest DFT total energy?
Answer: C23H27N3O2

Question: Which formula does entry 1 have?
Answer: C23H27N3O2

Question: What is the HOMO energy in the third record?
Answer: -7.767 eV